Here is a structure of composition C45H53InNOP2S in a non-equilibrium geometry from OMol25. Energies are from ωB97M-V/def2-TZVPD.

Last column: Mulliken charge in e.
Geometry (Å):
In: 0.248 -0.830 -0.065  0.62
C: 2.457 -1.446 5.951  -0.56
C: 2.358 -0.092 5.935  -0.72
C: 2.191 0.623 4.744  -0.37
C: 1.981 -0.116 3.525  0.29
C: 2.062 -1.498 3.590  -0.39
C: 2.376 -2.160 4.772  -0.60
P: 1.602 0.655 1.987  1.34
C: 1.145 2.319 2.454  0.83
C: 1.786 3.469 1.996  -1.29
C: 1.293 4.685 2.455  -0.46
C: 0.294 4.850 3.373  -1.14
C: -0.286 3.701 3.837  -0.76
C: 0.098 2.472 3.362  -0.14
C: 3.154 0.828 1.077  0.10
C: 4.361 1.125 1.669  0.10
C: 5.518 1.423 0.899  -0.89
C: 5.411 1.332 -0.446  -0.76
C: 4.237 0.947 -1.120  1.49
C: 4.206 0.829 -2.520  -1.03
C: 3.005 0.600 -3.187  -1.26
C: 1.821 0.238 -2.446  -0.42
C: 1.844 0.251 -1.070  0.02
C: 3.038 0.654 -0.386  -0.52
H: 2.739 -2.062 6.799  0.38
H: 2.469 0.529 6.833  0.38
H: 2.205 1.673 4.789  0.54
H: 1.939 -2.084 2.673  0.14
H: 2.587 -3.240 4.723  0.39
H: 2.641 3.468 1.347  0.42
H: 1.752 5.545 2.010  0.47
H: 0.011 5.812 3.655  0.52
H: -1.077 3.771 4.539  0.52
H: -0.401 1.548 3.753  0.34
H: 4.498 1.080 2.756  0.42
H: 6.356 1.822 1.477  0.40
H: 6.272 1.728 -1.009  0.32
H: 5.141 0.984 -3.072  0.39
H: 3.045 0.644 -4.277  0.48
H: 0.911 -0.055 -2.953  1.07
C: -2.926 -0.646 -0.237  -0.47
N: -1.858 -0.208 0.697  0.51
C: -2.144 1.213 1.165  0.22
C: -1.883 -1.190 1.869  -1.50
C: -1.368 -2.577 1.516  0.95
C: -2.034 -3.736 1.917  -0.90
C: -1.513 -5.005 1.683  -1.00
C: -0.306 -5.118 1.033  -0.85
C: 0.404 -3.972 0.629  -0.84
C: -0.183 -2.703 0.791  0.91
H: -3.869 -0.686 0.344  0.49
H: -2.728 -1.593 -0.762  -0.24
H: -3.093 0.110 -1.062  0.17
H: -2.989 1.324 1.880  0.38
H: -2.205 1.841 0.257  -0.39
H: -1.274 1.595 1.689  -0.34
H: -2.904 -1.225 2.257  0.70
H: -1.180 -0.776 2.601  0.20
H: -2.833 -3.620 2.676  0.41
H: -2.059 -5.849 2.051  0.50
H: 0.106 -6.131 0.939  0.46
H: 1.369 -4.001 0.175  0.75
C: 1.275 6.025 -2.319  -1.50
C: 0.985 5.206 -1.069  -0.25
P: -0.488 3.935 -1.020  0.73
C: -0.315 3.041 -2.570  -0.59
C: -1.484 1.953 -2.741  -1.10
C: -1.870 5.079 -1.494  -0.85
C: -3.245 4.492 -1.102  -1.07
H: 2.182 6.671 -2.113  0.42
H: 0.542 6.816 -2.551  0.31
H: 1.563 5.453 -3.184  0.33
H: 0.807 5.901 -0.275  0.36
H: 1.912 4.589 -0.730  0.03
H: 0.675 2.530 -2.555  -0.12
H: -0.182 3.715 -3.384  0.82
H: -1.486 1.262 -1.882  -0.02
H: -1.334 1.270 -3.612  0.38
H: -2.424 2.469 -2.845  0.51
H: -1.862 5.403 -2.532  0.49
H: -1.804 6.005 -0.866  0.37
H: -3.312 3.430 -1.244  0.18
H: -3.928 5.031 -1.763  0.35
H: -3.509 4.701 -0.021  0.33
C: -4.109 -7.437 -2.358  -1.47
C: -3.382 -6.162 -2.628  0.69
C: -3.139 -5.741 -3.924  -0.73
C: -2.408 -4.572 -4.191  -0.95
C: -1.906 -3.896 -3.098  0.31
C: -2.224 -4.225 -1.786  0.59
C: -2.988 -5.311 -1.574  -1.09
S: -0.862 -2.492 -3.491  0.02
C: 0.602 -3.342 -3.246  -0.61
O: -0.901 -1.548 -2.282  -0.20
H: -4.207 -8.048 -3.261  0.36
H: -5.193 -7.076 -2.240  0.33
H: -3.727 -7.953 -1.535  0.39
H: -3.466 -6.335 -4.809  0.31
H: -2.115 -4.207 -5.194  0.45
H: -1.897 -3.743 -0.892  0.50
H: -3.281 -5.518 -0.524  0.38
H: 0.587 -3.865 -2.329  0.16
H: 1.363 -2.585 -3.218  0.20
H: 0.732 -3.986 -4.089  0.49

The total charge is +1. As for the spin multiplicity: 1. The calculated total energy is -3147.28373 a.u.

---

Here is a structure of composition C45H54BI2N10Rb from OMol25. Energies are from ωB97M-V/def2-TZVPD.

Last column: Mulliken charge in e.
Geometry (Å):
Rb: -1.084 0.549 -0.535  0.07
C: 1.247 0.482 6.060  -1.18
C: 0.738 1.635 5.191  -1.34
C: -0.126 1.164 4.064  0.69
C: -1.481 1.250 3.959  0.33
C: -2.454 1.869 4.915  -1.39
C: -2.715 3.345 4.607  -1.01
C: -1.832 0.583 2.708  -0.25
N: -0.697 0.162 2.084  1.37
C: 0.347 0.494 2.844  -0.07
C: 1.686 0.306 2.460  -0.37
C: 2.179 -0.263 1.277  -0.11
C: 3.611 -0.477 1.023  0.13
C: 4.723 -0.145 1.969  -1.13
C: 4.892 -1.190 3.076  -1.02
C: 3.696 -1.077 -0.191  0.25
C: 2.315 -1.227 -0.672  0.00
C: 1.989 -1.849 -1.883  -0.53
C: 0.709 -2.123 -2.403  -0.38
N: -0.422 -1.790 -1.780  1.23
C: -1.461 -2.061 -2.617  0.45
C: -2.766 -1.759 -2.203  -0.89
C: -2.980 -1.660 -0.803  -0.55
N: -3.558 -0.610 -0.146  -0.76
C: -3.109 -0.714 1.137  -0.95
C: -3.069 0.334 2.101  -0.57
C: -2.400 -1.970 1.345  1.06
C: -2.330 -2.569 0.131  1.18
C: -1.859 -3.961 -0.164  -0.56
C: -3.002 -4.894 -0.569  -1.44
C: -2.019 -2.558 2.668  -0.68
C: -3.181 -3.314 3.318  -1.46
C: -0.952 -2.618 -3.865  -0.45
C: 0.401 -2.686 -3.724  1.09
C: 1.402 -3.200 -4.709  -1.12
C: 1.995 -4.553 -4.307  -0.97
C: -1.801 -3.104 -4.995  -0.83
C: -2.188 -4.578 -4.845  -0.97
N: 1.449 -0.713 0.232  0.22
C: 4.920 -1.568 -0.898  -0.98
C: 5.150 -3.071 -0.711  -1.05
H: 1.914 0.835 6.852  0.39
H: 1.788 -0.243 5.449  0.17
H: 0.409 -0.044 6.523  0.31
H: 1.594 2.187 4.789  0.35
H: 0.182 2.344 5.813  0.47
H: -2.091 1.769 5.944  0.46
H: -3.397 1.317 4.868  0.34
H: -1.796 3.925 4.710  0.13
H: -3.467 3.772 5.278  0.45
H: -3.056 3.470 3.579  0.26
H: 2.436 0.656 3.164  0.25
H: 4.538 0.832 2.425  0.37
H: 5.662 -0.051 1.415  0.42
H: 3.964 -1.302 3.639  0.19
H: 5.689 -0.913 3.773  0.37
H: 5.134 -2.165 2.648  0.22
H: 2.829 -2.147 -2.504  0.25
H: -3.523 -1.469 -2.926  0.43
H: -3.906 1.009 2.249  0.50
H: -1.369 -4.361 0.729  0.42
H: -1.099 -3.949 -0.946  -0.24
H: -3.768 -4.935 0.209  0.30
H: -2.639 -5.911 -0.749  0.45
H: -3.480 -4.535 -1.482  0.24
H: -1.670 -1.777 3.342  -0.15
H: -1.173 -3.237 2.530  0.51
H: -4.029 -2.642 3.468  0.34
H: -2.896 -3.730 4.289  0.43
H: -3.519 -4.134 2.680  0.22
H: 2.210 -2.469 -4.818  0.37
H: 0.933 -3.281 -5.694  0.30
H: 2.466 -4.488 -3.325  0.14
H: 2.746 -4.892 -5.027  0.39
H: 1.212 -5.311 -4.243  0.25
H: -1.280 -2.952 -5.945  0.34
H: -2.708 -2.495 -5.045  0.41
H: -1.297 -5.209 -4.827  0.18
H: -2.828 -4.911 -5.667  0.41
H: -2.721 -4.738 -3.906  0.09
H: 5.798 -1.022 -0.538  0.45
H: 4.841 -1.349 -1.967  0.33
H: 5.294 -3.307 0.346  0.22
H: 6.028 -3.417 -1.264  0.37
H: 4.281 -3.633 -1.055  0.21
C: -2.547 5.569 -3.962  -0.79
C: -3.321 4.465 -3.560  -0.40
N: -2.741 3.797 -2.576  -1.02
N: -1.594 4.451 -2.315  1.36
C: -1.453 5.520 -3.127  -0.41
B: -0.667 3.960 -1.199  1.31
N: 0.835 4.122 -1.617  0.94
C: 1.725 5.057 -1.260  -0.32
C: 2.969 4.692 -1.747  -1.01
C: 2.742 3.469 -2.381  -0.37
N: 1.459 3.139 -2.288  -0.90
N: -0.858 4.779 0.095  0.95
C: -1.342 6.025 0.267  -0.09
C: -1.150 6.378 1.587  -1.14
C: -0.520 5.250 2.145  -0.43
N: -0.357 4.293 1.245  -0.80
H: -2.744 6.279 -4.748  0.37
H: -4.262 4.115 -3.956  0.42
H: -0.572 6.141 -3.078  0.49
H: -0.844 2.809 -0.993  -1.13
H: 1.420 5.894 -0.653  0.42
H: 3.902 5.215 -1.624  0.39
H: 3.424 2.810 -2.893  0.44
H: -1.809 6.557 -0.546  0.42
H: -1.438 7.296 2.071  0.39
H: -0.196 5.081 3.161  0.57
I: 0.366 1.643 -3.885  0.48
I: -0.625 0.223 -6.093  -0.47

The total charge is -2. As for the spin multiplicity: 1. The calculated total energy is -2939.19426 a.u.

---

Among the records above, which one has the lowest calculated total energy? C45H53InNOP2S

---

Which of these has the lowest calculated total energy? C45H53InNOP2S

---

What is the spin multiplicity in the first record? 1